Record 1
Density functional theory data (ωB97M-V with the def2-TZVPD basis set) for a structure of composition C3H3LuO2 at a distorted geometry.

```
! wB97M-V def2-TZVPD RIJCOSX def2/J DEFGRID3
* xyz 3 2
O -0.983 1.320 -0.154
O 1.434 -2.303 -0.695
C -2.172 0.937 -0.298
C -2.542 -0.390 0.044
C 1.612 -1.301 -0.214
H -2.885 1.584 -0.829
H -1.982 -0.912 0.821
H -3.475 -0.801 -0.342
Lu 0.975 0.980 0.859
*
```

## Properties
**HOMO (spin up / spin down)**: -23.5047 / -25.4450 eV
**Frontier orbital gap (spin up / spin down)**: 6.645 / 8.579 eV
**LUMO level (spin up / spin down)**: -0.6196 / -0.6198 hartree
**Energy above the lowest of the compared OMol25 structures with the same formula, charge and spin**: 0.247 eV

Listed below, in e, are the Löwdin charges computed for each atom:
1 O -0.208
2 O 0.261
3 C -0.150
4 C 0.289
5 C 0.023
6 H 0.185
7 H 0.104
8 H 0.136
9 Lu 2.360


Record 2
Density functional theory data (ωB97M-V with the def2-TZVPD basis set) for the molecule C4H5N3O3 at a distorted geometry.

```
! wB97M-V def2-TZVPD RIJCOSX def2/J DEFGRID3
* xyz 0 1
C 1.254 -0.012 0.357
C 0.317 -1.169 0.113
C -1.794 0.011 -0.044
C 0.441 1.343 0.124
H 3.240 0.521 0.010
H 2.868 -1.154 -0.321
H 1.343 0.103 1.417
H -1.316 -1.911 -0.237
H -1.729 1.923 0.451
N 2.478 -0.239 -0.481
N -0.949 -1.050 -0.324
N -0.982 1.168 0.172
O 0.851 -2.227 0.227
O -2.980 -0.146 -0.110
O 0.935 2.414 -0.140
*
```

## Properties
**HOMO**: -10.3930 eV
**Frontier orbital gap**: 10.718 eV
**Structure (SMILES)**: NC1C(=O)NC(=O)NC1=O
**LUMO level**: 0.0119 hartree
**Energy above the lowest of the compared OMol25 structures with the same formula, charge and spin**: 1.270 eV

Listed below, in e, are the Löwdin charges computed for each atom:
1 C -0.212
2 C -0.451
3 C -0.479
4 C -0.352
5 H 0.176
6 H 0.053
7 H 0.144
8 H 0.119
9 H 0.209
10 N 0.056
11 N 0.212
12 N 0.167
13 O 0.119
14 O 0.131
15 O 0.107


Record 3
Density functional theory data (ωB97M-V with the def2-TZVPD basis set) for a structure of composition C31H38FeN4 at a distorted geometry.

```
! wB97M-V def2-TZVPD RIJCOSX def2/J DEFGRID3
* xyz -2 5
Fe -0.642 0.021 0.369
N -3.511 2.422 2.470
N -0.104 2.350 -1.887
C -0.176 -2.011 0.289
C -1.542 -1.706 -0.096
C -2.209 -1.178 1.076
C -3.679 -0.877 1.208
H -4.176 -0.994 0.237
H -3.835 0.174 1.549
H -4.181 -1.529 1.933
C -1.255 -1.084 2.137
C -1.557 -0.462 3.471
H -2.278 -1.071 4.058
H -2.010 0.552 3.366
H -0.635 -0.357 4.062
C -0.008 -1.609 1.660
C 1.211 -1.849 2.487
H 1.477 -0.961 3.082
H 2.070 -2.105 1.851
H 1.046 -2.685 3.188
C -2.202 -2.081 -1.377
H -2.690 -3.064 -1.299
H -1.466 -2.127 -2.190
H -2.964 -1.339 -1.651
C 0.715 -2.948 -0.455
H 1.773 -2.723 -0.265
H 0.546 -2.875 -1.538
H 0.521 -3.996 -0.158
C -3.610 3.601 3.097
H -4.366 3.664 3.912
C -2.845 4.732 2.802
H -2.999 5.670 3.330
C -1.857 4.636 1.822
H -1.236 5.490 1.487
C -1.646 3.387 1.223
H -0.949 3.133 0.400
C -2.551 2.301 1.504
C -2.521 1.038 0.739
H -2.829 1.221 -0.364
C 0.208 1.059 -1.383
C -0.542 2.106 -3.177
H -1.379 2.576 -3.691
C 0.325 1.152 -3.675
H 0.730 1.079 -4.682
N 0.839 0.438 -2.545
C 1.735 -0.664 -2.733
C 1.558 -1.455 -3.912
C 2.563 -2.362 -4.231
H 2.458 -2.963 -5.134
C 3.673 -2.519 -3.403
C 4.714 -3.537 -3.775
H 5.232 -3.906 -2.879
H 5.470 -3.102 -4.448
H 4.255 -4.388 -4.299
C 3.844 -1.710 -2.274
H 4.750 -1.819 -1.672
C 2.884 -0.774 -1.906
C 2.998 0.142 -0.726
H 3.109 1.187 -1.073
H 3.886 -0.140 -0.128
H 2.079 0.093 -0.089
C 0.302 -1.365 -4.710
H 0.178 -0.415 -5.241
H -0.585 -1.543 -4.084
H 0.332 -2.134 -5.488
C -0.130 2.682 4.614
C 0.954 2.661 3.514
C 0.673 1.683 2.493
N 0.338 1.038 1.576
H -1.070 3.063 4.196
H 0.137 3.322 5.463
H -0.318 1.679 5.017
H 1.026 3.637 3.011
H 1.944 2.439 3.940
*
```

## Properties
**HOMO (spin up / spin down)**: 2.9644 / -1.2463 eV
**Frontier orbital gap (spin up / spin down)**: 1.495 / 5.696 eV
**LUMO level (spin up / spin down)**: 0.1639 / 0.1635 hartree
**Energy above the lowest of the compared OMol25 structures with the same formula, charge and spin**: 0.000 eV

Listed below, in e, are the Löwdin charges computed for each atom:
1 Fe 0.350
2 N 0.067
3 N -0.023
4 C -0.282
5 C -0.311
6 C -0.297
7 C -0.073
8 H 0.077
9 H 0.056
10 H 0.078
11 C -0.280
12 C -0.044
13 H 0.076
14 H 0.068
15 H 0.055
16 C -0.262
17 C -0.108
18 H 0.043
19 H 0.058
20 H 0.072
21 C -0.047
22 H 0.075
23 H 0.051
24 H 0.074
25 C -0.043
26 H 0.063
27 H 0.066
28 H 0.081
29 C -0.211
30 H 0.089
31 C -0.153
32 H 0.071
33 C -0.120
34 H 0.093
35 C -0.049
36 H 0.084
37 C -0.339
38 C -0.078
39 H 0.101
40 C -0.125
41 C -0.221
42 H 0.068
43 C -0.165
44 H 0.084
45 N -0.046
46 C -0.128
47 C -0.208
48 C -0.040
49 H 0.102
50 C -0.295
51 C -0.113
52 H 0.064
53 H 0.069
54 H 0.065
55 C -0.044
56 H 0.100
57 C -0.214
58 C -0.085
59 H 0.087
60 H 0.056
61 H 0.048
62 C -0.076
63 H 0.046
64 H 0.078
65 H 0.066
66 C -0.165
67 C -0.369
68 C -0.120
69 N 0.143
70 H 0.048
71 H 0.020
72 H 0.047
73 H 0.081
74 H 0.016


Record 4
Density functional theory data (ωB97M-V with the def2-TZVPD basis set) for the molecule C3H9NP2 at a distorted geometry.

```
! wB97M-V def2-TZVPD RIJCOSX def2/J DEFGRID3
* xyz 0 1
C 0.383 -2.589 -0.038
C -0.159 1.262 -1.447
C 0.100 0.139 -0.378
N -0.680 0.078 0.804
P -0.346 -1.605 -1.232
P -0.381 1.066 2.154
H 0.174 -3.709 0.098
H 1.238 -2.255 0.598
H -0.152 0.880 -2.509
H 0.634 2.034 -1.304
H -1.169 1.637 -1.121
H 1.193 -0.024 -0.019
H -1.567 -0.291 0.545
H -0.192 2.451 1.691
H 0.925 0.924 2.157
*
```

## Properties
**HOMO**: -8.9703 eV
**Frontier orbital gap**: 8.854 eV
**Structure (SMILES)**: C=P[C@@H](C)NP
**LUMO level**: -0.0043 hartree
**Energy above the lowest of the compared OMol25 structures with the same formula, charge and spin**: 2.307 eV

Listed below, in e, are the Löwdin charges computed for each atom:
1 C -0.379
2 C -0.143
3 C -0.702
4 N -0.457
5 P 0.878
6 P 0.752
7 H 0.007
8 H 0.001
9 H 0.055
10 H 0.067
11 H 0.078
12 H 0.102
13 H 0.026
14 H -0.113
15 H -0.171


Record 5
Density functional theory data (ωB97M-V with the def2-TZVPD basis set) for the ion C17H28N4OP with charge +1 at a distorted geometry.

```
! wB97M-V def2-TZVPD RIJCOSX def2/J DEFGRID3
* xyz 1 1
C -1.552 -4.450 2.044
C -1.533 -3.247 2.601
C -0.749 -2.116 1.986
N -1.553 -0.889 1.981
C -1.288 0.196 1.335
N -0.166 0.401 0.535
C -0.121 -0.432 -0.674
O -1.453 -0.780 -0.951
C -1.582 -1.819 -1.924
C -1.555 -1.285 -3.362
C 1.123 0.550 1.270
C 2.303 0.510 0.334
C 3.053 -0.648 0.239
C 4.127 -0.723 -0.640
C 4.440 0.377 -1.421
C 3.695 1.550 -1.336
C 4.049 2.718 -2.222
C 2.627 1.613 -0.454
N -2.238 1.223 1.503
C -1.580 2.397 2.028
C -1.475 3.576 1.402
P -3.241 1.561 0.112
N -4.343 2.605 0.434
H -1.959 -5.318 2.543
H -1.173 -4.593 1.038
H -2.101 -3.033 3.503
H 0.149 -1.982 2.588
H -0.483 -2.417 0.976
H -2.409 -0.883 2.527
H 0.310 0.150 -1.491
H 0.473 -1.344 -0.536
H -0.805 -2.579 -1.792
H -2.536 -2.301 -1.711
H -2.568 -1.239 -3.755
H -0.993 -1.962 -4.002
H -1.090 -0.301 -3.379
H 1.104 1.533 1.743
H 1.263 -0.193 2.057
H 2.805 -1.518 0.838
H 4.685 -1.647 -0.703
H 5.265 0.305 -2.119
H 5.053 3.076 -1.997
H 3.315 3.513 -2.111
H 4.058 2.389 -3.262
H 2.035 2.518 -0.386
H -1.224 2.309 3.051
H -0.587 4.172 1.572
H -2.279 3.993 0.802
H -2.333 1.978 -0.869
H -3.700 0.293 -0.253
H -5.261 2.194 0.310
*
```

## Properties
**HOMO**: -11.9211 eV
**Frontier orbital gap**: 7.912 eV
**Structure (SMILES)**: C=CCN/C(N(COCC)Cc1cccc(C)c1)=[N+](/C=C)[PH2]=N
**LUMO level**: -0.1473 hartree

Listed below, in e, are the Löwdin charges computed for each atom:
1 C 0.047
2 C -0.152
3 C -0.129
4 N 0.203
5 C -0.322
6 N -0.005
7 C -0.186
8 O -0.199
9 C -0.230
10 C -0.043
11 C -0.089
12 C -0.239
13 C -0.057
14 C -0.054
15 C -0.032
16 C -0.258
17 C -0.038
18 C 0.004
19 N -0.182
20 C -0.202
21 C 0.034
22 P 0.732
23 N -0.251
24 H 0.073
25 H 0.070
26 H 0.110
27 H 0.133
28 H 0.113
29 H 0.179
30 H 0.144
31 H 0.122
32 H 0.117
33 H 0.123
34 H 0.078
35 H 0.081
36 H 0.077
37 H 0.122
38 H 0.113
39 H 0.113
40 H 0.110
41 H 0.121
42 H 0.089
43 H 0.076
44 H 0.086
45 H 0.125
46 H 0.122
47 H 0.071
48 H 0.051
49 H 0.029
50 H 0.021
51 H -0.020


Record 6
Density functional theory data (ωB97M-V with the def2-TZVPD basis set) for a structure of composition C19H21BF2LiN4PS at a distorted geometry.

```
! wB97M-V def2-TZVPD RIJCOSX def2/J DEFGRID3
* xyz 0 1
Li 8.994 9.407 4.648
N 11.199 9.405 5.594
C 11.752 8.729 6.775
C 13.096 8.230 6.906
C 13.450 7.367 7.938
C 12.412 6.894 8.760
C 11.108 7.375 8.718
C 10.773 8.260 7.668
P 9.134 9.070 7.506
C 7.899 7.906 7.982
C 8.037 6.492 7.559
C 7.104 5.535 8.123
C 6.270 5.835 9.131
C 6.390 7.118 9.729
C 7.069 8.166 9.127
C 9.096 10.327 8.808
C 9.436 9.965 10.125
C 9.651 10.980 11.064
C 9.499 12.297 10.717
C 9.277 12.626 9.362
C 9.168 11.649 8.431
H 11.677 9.036 4.729
H 11.468 10.376 5.666
H 13.848 8.566 6.220
H 14.522 7.132 8.158
H 12.603 6.077 9.419
H 10.398 6.945 9.400
H 9.002 6.043 7.662
H 7.280 4.488 7.955
H 5.438 5.125 9.387
H 5.697 7.328 10.618
H 6.951 9.244 9.490
H 9.650 8.954 10.451
H 9.823 10.671 12.086
H 9.659 13.036 11.480
H 9.223 13.672 9.049
H 8.845 11.887 7.417
N 6.901 9.599 3.965
N 6.256 10.482 4.832
C 6.870 11.656 5.109
N 6.319 12.375 6.116
S 8.367 12.103 4.440
H 7.033 9.978 3.033
H 6.371 8.727 3.902
H 5.278 10.290 5.094
H 5.303 12.467 6.175
H 6.791 13.287 6.278
F 8.851 6.842 5.175
B 7.765 6.688 6.035
F 6.534 6.525 5.629
*
```

## Properties
**HOMO**: -4.2127 eV
**Frontier orbital gap**: 3.874 eV
**LUMO level**: -0.0125 hartree
**Energy above the lowest of the compared OMol25 structures with the same formula, charge and spin**: 0.491 eV

Listed below, in e, are the Löwdin charges computed for each atom:
1 Li 0.575
2 N -0.039
3 C -0.290
4 C -0.042
5 C -0.085
6 C -0.090
7 C -0.071
8 C -0.284
9 P 1.001
10 C -0.424
11 C -0.284
12 C -0.124
13 C -0.146
14 C -0.180
15 C -0.152
16 C -0.368
17 C -0.073
18 C -0.087
19 C -0.083
20 C -0.093
21 C -0.138
22 H 0.102
23 H 0.072
24 H 0.091
25 H 0.117
26 H 0.091
27 H 0.109
28 H 0.105
29 H 0.101
30 H 0.111
31 H 0.089
32 H 0.114
33 H 0.105
34 H 0.102
35 H 0.095
36 H 0.103
37 H 0.057
38 N -0.045
39 N -0.075
40 C -0.902
41 N 0.080
42 S 0.569
43 H 0.079
44 H 0.109
45 H 0.176
46 H 0.113
47 H 0.108
48 F 0.124
49 B -0.673
50 F 0.249